[1]
The following is a quantum chemistry calculation of C38H83F3N4O8Si2 as an isolated structure at a distorted geometry, from the OMol25 dataset.

Last column: Mulliken charge in e.
Positions of all 138 atoms, in Å:
C: 8.6551 2.5803 1.4012  -0.650
C: 8.8546 4.0446 0.6604  -0.540
C: 8.6589 3.9831 -0.9838  -0.528
C: 7.1007 3.5781 -1.3952  -0.262
C: 7.1383 3.2850 -3.0337  -0.588
C: 6.3186 1.8510 -3.2832  -0.441
C: 7.3069 0.5863 -3.6191  -0.806
C: 8.6068 0.4604 -2.6100  0.396
C: 8.9567 -1.1253 -2.2822  -0.751
C: 8.9009 -1.4884 -0.6843  -0.354
C: 7.4605 -2.2201 -0.2515  -0.609
C: 6.4079 -1.1033 0.3249  0.304
C: 5.1884 -1.7369 1.2288  -0.721
C: 3.8003 -1.9010 0.3259  0.094
C: 2.6920 -0.7219 0.6448  -0.549
C: 1.1840 -1.3640 0.5605  -0.140
C: 0.0722 -0.3460 -0.1641  -0.192
C: -1.2479 -0.2581 0.8048  -0.645
Si: -2.9298 -0.0817 -0.1388  0.460
C: -3.1983 -1.7948 -1.0620  -0.020
O: -2.2368 -2.0168 -2.1544  -0.259
C: -2.9403 -2.2600 -3.4493  0.638
C: -2.5784 -1.4174 -4.8400  -0.815
O: -3.9024 -3.2108 -3.6032  -0.553
O: -4.2930 0.0782 0.9610  -0.699
Si: -4.1308 1.4588 2.0346  0.386
N: -3.4051 2.9267 1.2910  0.275
C: -4.4632 3.9121 0.8456  0.354
O: -4.4228 4.5191 -0.3639  -0.427
F: -5.6152 4.2956 1.7334  -0.232
C: -2.4159 3.6060 2.2248  0.458
O: -2.6569 3.9055 3.5073  -0.397
F: -1.0924 3.9991 1.6146  -0.247
C: -2.8921 1.2499 -1.5562  0.537
F: -1.7316 0.9174 -2.4647  -0.334
C: -4.2252 1.2422 -2.5159  -0.438
C: -5.6556 1.2701 -1.7016  -0.343
H: 8.6910 2.8011 2.5719  0.362
H: 9.5363 1.8431 1.1505  0.169
H: 7.6330 2.0537 1.1496  0.064
H: 9.9403 4.5056 0.8278  0.303
H: 8.0393 4.8019 1.0515  0.264
H: 9.0156 4.9824 -1.5276  0.307
H: 9.3355 3.1196 -1.4147  0.202
H: 6.7524 2.6345 -0.7951  -0.058
H: 6.3586 4.4715 -1.2420  0.377
H: 8.2589 3.1661 -3.3602  0.305
H: 6.6592 4.1574 -3.6598  0.369
H: 5.6511 1.5781 -2.3616  0.062
H: 5.5882 2.0696 -4.1817  0.298
H: 6.6622 -0.4036 -3.6185  0.292
H: 7.7533 0.7896 -4.7020  0.299
H: 8.4738 1.1181 -1.6317  -0.514
H: 9.5250 0.9133 -3.1828  0.430
H: 8.2411 -1.8380 -2.8942  0.316
H: 10.0482 -1.3248 -2.6967  0.297
H: 9.1472 -0.5969 0.0334  0.085
H: 9.7270 -2.3236 -0.4736  0.342
H: 7.7624 -2.9685 0.6233  0.304
H: 7.0488 -2.8633 -1.1398  0.155
H: 7.0118 -0.3694 1.0169  0.056
H: 5.9534 -0.4980 -0.5868  -0.216
H: 4.9538 -1.0545 2.1753  0.305
H: 5.4905 -2.7889 1.6523  0.361
H: 4.0442 -1.8733 -0.8409  0.210
H: 3.3440 -2.9663 0.5914  -0.167
H: 2.8433 0.2574 0.0117  0.216
H: 2.8724 -0.4092 1.7811  0.167
H: 1.2443 -2.4155 -0.0017  -0.158
H: 0.8721 -1.6310 1.6796  0.261
H: 0.6020 0.7014 -0.3527  0.338
H: -0.1201 -0.8065 -1.2240  0.061
H: -1.2711 -1.2753 1.4283  0.323
H: -1.0597 0.5887 1.6105  0.202
H: -3.2448 -2.7014 -0.2867  0.305
H: -4.3096 -1.7183 -1.4913  -0.202
H: -2.8153 -2.1106 -5.7779  0.330
H: -1.4489 -1.1236 -4.9264  0.276
H: -3.2295 -0.4531 -4.9819  0.231
H: -3.4180 1.1947 3.2769  -0.163
H: -5.5119 1.8347 2.4313  -0.156
H: -2.6962 2.3416 -1.1831  0.468
H: -4.1812 2.2526 -3.1484  0.343
H: -4.2495 0.2806 -3.1988  -0.209
H: -5.9320 0.2107 -1.2265  -0.013
H: -5.7182 2.1035 -0.8763  -0.008
H: -6.5200 1.5089 -2.4825  0.358
C: -6.4828 6.2650 6.8878  -1.480
C: -5.6738 5.2550 6.0778  0.501
C: -5.6122 3.8528 6.7242  -0.453
O: -4.7042 3.7532 7.8255  -0.413
C: -5.2347 4.1987 9.0644  -0.639
N: -4.3278 5.8019 5.8439  -0.691
H: -5.9490 6.6217 7.7731  0.279
H: -6.7116 7.1472 6.2787  0.363
H: -7.4348 5.8324 7.2141  0.351
H: -6.1726 5.1486 5.1060  0.333
H: -5.2355 3.1519 5.9693  0.127
H: -6.6088 3.4960 7.0075  0.424
H: -6.3029 3.9814 9.1598  0.295
H: -5.0497 5.2678 9.1869  0.229
H: -4.7036 3.6797 9.8668  0.260
H: -3.8214 5.1680 5.2246  0.219
H: -3.8152 5.7347 6.7279  0.338
C: 3.3466 -7.6886 -1.3939  -1.497
C: 2.7782 -6.7444 -0.3375  0.320
C: 1.5245 -5.9738 -0.8088  -0.745
O: 1.8035 -4.8808 -1.6892  -0.234
C: 1.9720 -5.2520 -3.0488  -0.841
N: 3.8419 -5.8282 0.1033  -0.711
H: 3.8850 -7.1613 -2.1865  0.269
H: 4.0578 -8.3874 -0.9384  0.371
H: 2.5510 -8.2817 -1.8577  0.351
H: 2.4826 -7.3621 0.5202  0.451
H: 1.0545 -5.5256 0.0751  0.300
H: 0.7793 -6.6469 -1.2475  0.514
H: 1.3254 -6.0877 -3.3333  0.364
H: 3.0186 -5.4954 -3.2424  0.264
H: 1.7153 -4.3897 -3.6699  0.231
H: 3.4858 -5.2619 0.8742  0.300
H: 3.9867 -5.1476 -0.6481  0.327
C: -10.9009 -2.5484 -1.7307  -1.385
C: -10.2483 -1.4047 -2.5031  0.373
C: -8.7412 -1.6195 -2.7679  -0.859
O: -7.9052 -1.3789 -1.6319  -0.103
C: -7.8082 -2.4735 -0.7334  -0.780
N: -10.4968 -0.1439 -1.7862  -0.759
H: -10.6436 -2.5417 -0.6678  0.281
H: -11.9930 -2.4769 -1.7929  0.351
H: -10.6088 -3.5187 -2.1467  0.338
H: -10.7496 -1.3477 -3.4779  0.412
H: -8.4261 -0.8896 -3.5236  0.315
H: -8.5443 -2.6099 -3.1936  0.416
H: -7.8369 -3.4375 -1.2504  0.365
H: -8.6035 -2.4158 0.0125  0.279
H: -6.8551 -2.3938 -0.2038  0.156
H: -10.1413 0.6281 -2.3514  0.273
H: -9.8887 -0.1385 -0.9622  0.331

Computed properties:
**Energy above the lowest of the compared OMol25 structures with the same formula, charge and spin**: 1555.6 kJ/mol
**HOMO energy**: -9.19 eV
**E_LUMO**: -1.76 eV

[2]
The following is a quantum chemistry calculation of a 2-piece molecular cluster, C11H18 overall at a distorted geometry, from the OMol25 dataset.

Last column: Mulliken charge in e.
Positions of all 29 atoms, in Å:
C: 4.1005 -2.0960 0.9259  -1.487
C: 2.9249 -1.4964 0.2161  0.788
C: 2.9907 -0.2656 -0.4224  -0.399
C: 1.8786 0.2857 -1.0522  -0.462
C: 0.6959 -0.4326 -1.1332  -0.555
C: 0.6188 -1.6659 -0.5044  -0.310
C: 1.7377 -2.2172 0.0999  -0.535
H: 4.6858 -2.7307 0.2505  0.305
H: 3.8245 -2.6970 1.7870  0.362
H: 4.8123 -1.3419 1.2495  0.364
H: 3.9324 0.2555 -0.5348  0.356
H: 2.0633 1.1651 -1.6607  0.365
H: -0.1525 -0.0633 -1.6920  0.510
H: -0.3190 -2.1921 -0.3935  0.356
H: 1.6196 -3.1563 0.6251  0.314
C: -2.5271 1.9165 -1.1775  -1.557
C: -2.4317 0.9358 -0.0350  1.226
C: -1.3555 1.3683 0.9661  -1.275
C: -3.7318 0.8722 0.7758  -1.609
H: -3.2334 1.6448 -1.9677  0.364
H: -1.5824 2.0883 -1.7075  0.363
H: -2.8867 2.9067 -0.8913  0.389
H: -2.2300 -0.0585 -0.4509  0.031
H: -1.5149 2.4200 1.1926  0.411
H: -1.4459 0.7908 1.8955  0.324
H: -0.3167 1.2458 0.6685  0.215
H: -4.6167 0.8122 0.1351  0.408
H: -3.6836 -0.0256 1.3930  0.404
H: -3.8571 1.7311 1.4424  0.334

Computed properties:
**SMILES**: Cc1ccccc1.CC(C)C
**Energy above the lowest of the compared OMol25 structures with the same formula, charge and spin**: 33.9 kJ/mol
**HOMO energy**: -9.02 eV
**E_LUMO**: 1.03 eV

[3]
The following is a quantum chemistry calculation of C6H10O as an isolated structure, from the OMol25 dataset.

Last column: Mulliken charge in e.
Positions of all 17 atoms, in Å:
C: 1.6149 -0.5701 -0.3470  -1.238
C: 0.4916 0.2294 0.2477  0.210
C: -0.1781 1.3726 -0.0747  -0.468
C: -1.4850 0.6958 0.0350  -0.189
O: -1.7382 -0.3559 -0.9820  -0.417
C: -1.3920 -1.4034 -0.0591  -0.529
C: -0.7494 -0.3900 0.8507  -0.183
H: 2.0961 -1.2682 0.3441  0.295
H: 2.3744 0.0258 -0.8547  0.426
H: 1.1239 -1.1708 -1.1278  0.301
H: 1.9769 1.6760 0.4686  -0.037
H: 0.0630 2.4187 -0.1974  0.318
H: 2.0054 2.1045 -0.1460  0.096
H: -2.4158 1.2171 0.2524  0.435
H: -0.7243 -2.1674 -0.4741  0.277
H: -2.2852 -1.8679 0.3709  0.274
H: -0.8224 -0.3799 1.9379  0.430

Computed properties:
**Energy above the lowest of the compared OMol25 structures with the same formula, charge and spin**: 440.9 kJ/mol
**HOMO energy**: -8.88 eV
**E_LUMO**: 0.98 eV

[4]
The following is a quantum chemistry calculation of C27H32ClN2O7RbSb2 as an isolated structure at a distorted geometry, from the OMol25 dataset.

Last column: Mulliken charge in e.
Positions of all 72 atoms, in Å:
Rb: -0.1780 1.5037 -0.9253  1.131
C: -0.6330 0.8773 5.1997  -1.006
O: -0.1299 0.2777 4.0402  -0.383
C: 1.0044 0.8543 3.4864  0.434
C: 1.8716 1.6415 4.2153  -0.636
C: 3.0063 2.2037 3.6219  -0.887
C: 3.2414 1.9706 2.2803  -0.479
C: 2.3774 1.1719 1.5353  1.536
C: 2.6635 0.8618 0.1271  -1.012
N: 3.0146 1.6374 -0.8248  -0.705
N: 3.2519 2.9642 -0.6011  -0.285
C: 2.2816 3.8367 -0.6224  0.431
O: 1.0359 3.6480 -0.7765  -0.791
C: 2.7933 5.2536 -0.5391  0.439
C: 3.9881 5.5817 0.0977  -0.189
C: 4.4308 6.8953 0.1326  -0.624
C: 3.6868 7.9016 -0.4726  -0.294
C: 2.4863 7.5859 -1.0951  -0.507
C: 2.0394 6.2727 -1.1151  -0.443
C: 1.2158 0.5669 2.1004  -0.452
O: 0.4206 -0.1638 1.4066  -0.387
H: -1.6484 0.5039 5.3379  0.242
H: -0.6618 1.9694 5.1110  0.417
H: -0.0409 0.6223 6.0900  0.306
H: 1.6840 1.8465 5.2626  0.321
H: 3.6755 2.8189 4.2116  0.344
H: 4.1061 2.4003 1.7895  0.414
H: 2.5870 -0.1888 -0.1376  0.346
H: 4.5588 4.7888 0.5628  0.297
H: 5.3605 7.1481 0.6309  0.347
H: 4.0427 8.9264 -0.4620  0.343
H: 1.9009 8.3707 -1.5615  0.346
H: 1.0956 6.0017 -1.5714  0.386
C: -5.1434 -0.9908 -0.5931  -1.445
Sb: -2.9485 -1.0610 -0.5637  0.812
C: -2.9658 -2.6000 0.9899  -1.241
C: -2.9118 -2.4303 -2.3233  -1.548
C: -2.7305 -3.8447 -1.9452  0.220
C: -3.8471 -4.6309 -1.6514  -0.375
C: -3.7311 -5.9160 -1.1462  -0.682
C: -2.4697 -6.4449 -0.9183  -0.583
C: -1.3493 -5.6943 -1.2440  -0.618
C: -1.4458 -4.4087 -1.7827  1.595
C: -0.2094 -3.6829 -2.1659  -2.195
Sb: 0.4422 -1.9913 -0.8389  0.668
C: 2.4060 -2.2842 -1.7953  -1.609
C: 0.8530 -3.3767 0.7725  -1.261
H: -5.5684 -1.9913 -0.4984  0.405
H: -5.4459 -0.5327 -1.5344  0.331
H: -5.4954 -0.3710 0.2334  0.373
H: -2.7961 -3.6029 0.6006  0.284
H: -3.9245 -2.5904 1.5112  0.454
H: -2.1734 -2.3662 1.7045  0.329
H: -2.1225 -2.0305 -2.9540  0.422
H: -3.8696 -2.2405 -2.8041  0.729
H: -4.8318 -4.1990 -1.7993  0.312
H: -4.6202 -6.4927 -0.9175  0.362
H: -2.3554 -7.4397 -0.5030  0.370
H: -0.3629 -6.1185 -1.0869  0.292
H: -0.3134 -3.1936 -3.1377  0.636
H: 0.6328 -4.3732 -2.2124  0.631
H: 2.6860 -3.3378 -1.7911  0.450
H: 3.1836 -1.7025 -1.3030  0.532
H: 2.3195 -1.9330 -2.8248  0.381
H: 1.6947 -4.0223 0.5203  0.411
H: -0.0403 -3.9797 0.9423  0.345
H: 1.0715 -2.7960 1.6676  0.303
O: -2.1616 2.1796 -4.0683  -0.706
Cl: -2.4283 1.2310 -3.0319  1.570
O: -3.6040 0.4682 -3.3606  -0.642
O: -1.3081 0.3343 -2.8981  -0.627
O: -2.6442 1.9065 -1.7839  -0.685

Computed properties:
**Energy above the lowest of the compared OMol25 structures with the same formula, charge and spin**: 26.1 kJ/mol
**HOMO energy**: -1.71 eV
**Net charge**: -2
**E_LUMO**: 4.14 eV

[5]
The following is a quantum chemistry calculation of a 2-piece molecular cluster, C18H18N2 overall at a distorted geometry, from the OMol25 dataset.

Last column: Mulliken charge in e.
Positions of all 38 atoms, in Å:
C: -3.3131 -0.0519 -1.4217  -1.152
C: -2.2178 -0.7801 -0.7688  0.922
C: -2.2106 -1.3970 0.4090  -1.165
N: -0.8639 -1.8818 0.6666  -0.005
C: -0.2167 -1.8941 -0.6063  -0.309
C: 0.9765 -2.4506 -1.0204  -0.530
C: 1.3678 -2.0633 -2.2792  -0.559
C: 0.5261 -1.3260 -3.2538  -0.733
C: -0.6485 -0.7336 -2.8191  -0.641
C: -1.0282 -1.1125 -1.5003  1.250
H: -4.2199 -0.0860 -0.7391  0.337
H: -3.5011 -0.4768 -2.4944  0.290
H: -3.0646 1.1029 -1.4736  0.194
H: -3.0681 -1.5898 1.0497  0.394
H: -0.4417 -1.9974 1.5620  0.288
H: 1.7781 -2.7277 -0.3013  0.327
H: 2.4316 -2.2296 -2.6642  0.274
H: 0.6395 -1.3907 -4.2883  0.489
H: -1.2600 -0.3446 -3.6340  0.347
C: -0.8018 2.2416 3.0422  -1.465
C: -0.0969 2.1052 1.8316  0.812
C: -0.4145 2.7914 0.6130  -0.855
N: 0.3906 2.3009 -0.3379  0.049
C: 1.1880 1.2318 0.1962  -0.488
C: 2.3918 0.5153 -0.2964  -0.575
C: 3.1495 -0.2328 0.5530  -0.504
C: 2.7411 -0.4083 1.8996  -0.397
C: 1.6382 0.2791 2.4055  -0.578
C: 0.9257 1.1918 1.5638  0.851
H: -0.0652 2.1416 3.9148  0.333
H: -1.4388 1.3817 3.3487  0.254
H: -1.3083 3.1854 3.1750  0.372
H: -1.0820 3.6495 0.4523  0.392
H: 0.2912 2.5438 -1.3202  0.264
H: 2.6153 0.4560 -1.3230  0.427
H: 4.0091 -0.8456 0.1185  0.344
H: 3.2459 -1.2003 2.5907  0.250
H: 0.9558 0.1025 3.1500  0.498

Computed properties:
**SMILES**: Cc1c[nH]c2ccccc12.Cc1c[nH]c2ccccc12
**Energy above the lowest of the compared OMol25 structures with the same formula, charge and spin**: 333.6 kJ/mol
**HOMO energy**: -7.41 eV
**E_LUMO**: 0.80 eV

[6]
The following is a quantum chemistry calculation of C27H30NOSc as an isolated structure at a distorted geometry, from the OMol25 dataset.

Last column: Mulliken charge in e.
Positions of all 60 atoms, in Å:
Sc: 0.3475 0.6597 0.0886  -0.417
C: 2.5935 1.2390 0.9788  -0.358
C: 2.8091 0.3377 -0.1080  -0.832
C: 2.4132 1.0014 -1.3150  -0.304
H: 3.2621 -0.6501 -0.0444  0.472
C: 1.9395 2.2953 -0.9764  -0.673
C: 2.0467 2.4487 0.4455  -0.599
H: 1.8176 3.3509 1.0151  0.506
H: 2.8707 1.0627 2.0185  0.522
H: 2.5421 0.6282 -2.3291  0.652
H: 1.6250 3.0490 -1.6948  0.504
C: -2.1101 1.0265 0.4286  -0.613
C: -1.4992 2.2342 0.8819  -0.544
C: -0.9059 2.8720 -0.2453  -0.639
H: -1.5441 2.6335 1.8947  0.661
C: -1.1348 2.0544 -1.3915  0.042
C: -1.8822 0.9129 -0.9751  -0.759
H: -2.2944 0.1475 -1.6344  0.465
H: -2.7212 0.3525 1.0257  0.515
H: -0.4244 3.8507 -0.2466  0.465
H: -0.8864 2.3010 -2.4226  0.267
O: 0.3227 -0.7545 -1.1158  1.125
C: -0.1521 0.4408 -4.4161  1.029
C: 0.5085 -0.7205 -3.7847  -1.484
C: 0.6242 1.6610 -4.7268  -1.355
C: -1.5943 0.4060 -4.7249  -1.669
C: 0.4038 -1.4420 -2.3342  -1.309
H: 1.5929 -0.5929 -3.9536  0.172
H: 0.1770 -1.5693 -4.4254  0.324
H: -0.4285 -2.1571 -2.3541  0.330
H: 1.3249 -2.0491 -2.2532  0.304
H: 0.3830 2.0415 -5.7276  0.396
H: 1.7082 1.4975 -4.6802  0.230
H: 0.3852 2.4858 -4.0245  0.025
H: -1.7932 0.1711 -5.7800  0.483
H: -2.0600 1.3830 -4.5317  0.235
H: -2.1218 -0.3570 -4.1397  0.302
C: 0.0643 0.6654 5.9219  -0.450
C: 0.2370 1.6028 4.8947  -0.981
C: 0.2669 1.1953 3.5655  0.077
C: 0.1110 -0.1808 3.2268  0.280
C: 0.0025 -1.1162 4.2854  -0.633
C: -0.0448 -0.6941 5.6118  -0.581
N: 0.0666 -0.5674 1.9013  0.409
C: -0.3592 -1.8766 1.5800  -0.258
C: 0.5392 -2.7841 0.9758  -0.086
C: 0.1002 -4.0461 0.5789  -0.490
C: -1.2169 -4.4406 0.8361  -0.435
C: -2.0994 -3.5801 1.4953  -0.907
C: -1.6782 -2.3034 1.8676  0.244
H: 0.0243 0.9964 6.9625  0.305
H: 0.3484 2.6638 5.1211  0.367
H: 0.3801 1.9349 2.7661  0.392
H: -0.0682 -2.1749 4.0446  0.368
H: -0.1613 -1.4341 6.4038  0.330
H: 1.5704 -2.4665 0.8263  0.163
H: 0.7954 -4.7090 0.0660  0.356
H: -1.5589 -5.4313 0.5282  0.320
H: -3.1204 -3.8897 1.7263  0.330
H: -2.3436 -1.6152 2.3924  0.411

Computed properties:
**HOMO energy**: 1.95 eV
**Net charge**: -2
**E_LUMO**: 4.61 eV

[7]
The following is a quantum chemistry calculation of one molecule with the formula C3H5NO at a distorted geometry, from the OMol25 dataset.

Last column: Mulliken charge in e.
Positions of all 10 atoms, in Å:
C: -2.1504 -0.1008 -0.0408  0.118
C: 0.0606 -1.1802 0.0035  -0.860
C: 0.1900 0.3497 -0.0150  -0.134
N: -1.2427 0.8998 0.0296  -0.113
O: -3.2611 -0.4794 -0.0149  -0.292
H: 0.3572 -1.6215 0.8967  0.246
H: 0.5485 -1.5391 -0.8371  0.282
H: 0.5699 0.8827 0.9506  0.254
H: 0.7073 0.6066 -0.9914  0.201
H: -1.3562 2.0063 -0.0756  0.299

Computed properties:
**Energy above the lowest of the compared OMol25 structures with the same formula, charge and spin**: 362.7 kJ/mol
**HOMO energy (spin up / spin down)**: -7.91 / -7.87 eV
**E_LUMO (spin up / spin down)**: 0.20 / 0.20 eV